# 1
The following is a DFT calculation (the ωB97M-V functional and the def2-TZVPD basis) of a 2-piece molecular cluster, C2HBrF4S overall at a distorted geometry.

Output
**HOMO (alpha / beta)**: -9.50 / -9.11 eV
**HOMO-LUMO gap (alpha / beta)**: 9.16 / 6.45 eV
**Charge**: 0

```
9
Properties=species:S:1:pos:R:3:forces:R:3
C -0.2342 0.4768 0.2641 -0.351 -1.628 0.054
C -0.6417 1.8431 -0.1834 2.107 -2.243 0.184
F -0.3316 -0.6403 -0.5366 0.226 2.049 1.122
F 0.5421 2.4233 -0.5601 -0.698 0.814 -0.658
F -1.4968 1.8221 -1.2135 0.165 0.957 1.097
F -0.9871 2.4796 0.9510 -1.040 0.560 -0.996
S 3.2863 0.3411 1.2474 -0.443 0.046 0.950
Br 4.3015 0.2723 -0.5558 0.482 -0.037 -0.931
H 0.4097 0.4515 1.1606 -0.447 -0.517 -0.822
```
Forces are in eV/Å.


# 2
The following is a DFT calculation (the ωB97M-V functional and the def2-TZVPD basis) of C2HBrFOS2 as an isolated structure at a distorted geometry.

Output
**HOMO**: -4.69 eV
**HOMO-LUMO gap**: 7.89 eV
**Charge**: -1

```
8
Properties=species:S:1:pos:R:3:forces:R:3
C -0.6419 -1.1185 -0.3655 -0.854 -1.430 1.898
C -0.3351 0.1460 0.1280 -1.855 4.172 4.026
O -0.9323 -1.7492 -1.3038 -0.564 -0.768 -1.626
F 1.5766 -0.5980 -1.2708 -0.060 0.208 0.045
S -0.3676 -1.5033 1.3979 0.254 0.411 -1.090
S 1.1353 0.8982 -0.3787 0.665 -0.356 -0.374
Br 0.7517 2.9613 0.9078 -0.347 0.458 0.363
H -1.1868 0.9636 0.8852 2.761 -2.695 -3.242
```
Forces are in eV/Å.